No. 1
126
Properties=species:S:1:pos:R:3:forces:R:3 method="wB97M-V/def2-TZVPD" energy_ha=-6295.17676 total_charge=-1 orbital_gap_ha=0.166
H 2.772 -2.610 1.311 0.062 0.077 0.100
H 6.409 1.981 -4.009 -0.027 -0.027 0.020
C 3.011 -3.887 -2.815 -0.165 0.029 -0.154
C -10.514 0.034 3.753 -0.005 0.299 -0.015
C 9.386 -1.993 0.049 0.074 -0.031 -0.821
C -9.155 6.141 6.504 -0.060 0.049 0.159
O -1.417 1.994 0.729 -0.061 0.272 -0.061
O -6.299 -1.993 -1.197 0.003 -0.084 0.005
H 2.749 -0.338 -1.886 -0.202 -0.103 -0.143
C 6.378 3.802 -3.667 0.297 0.050 0.035
C -10.036 3.444 5.846 0.043 -0.124 -0.135
C -0.759 -2.401 -2.344 -0.044 0.478 -0.526
H -4.994 3.200 -0.716 0.062 0.006 -0.042
O 4.450 2.511 -3.876 0.158 -0.062 -0.107
H 3.884 -4.205 -3.386 0.154 -0.241 0.072
C 0.683 -5.263 1.290 0.195 0.247 -0.049
C -3.927 1.307 -1.330 0.320 -0.484 -0.230
H 9.515 -3.944 -0.863 -0.031 -0.037 -0.167
C -9.965 0.702 2.735 0.005 0.061 -0.071
H -11.410 -0.098 5.369 -0.011 -0.029 0.028
C 1.454 -3.103 -0.286 -0.075 -0.260 0.227
H -1.973 2.411 0.035 0.356 -0.042 -0.227
O -8.129 6.278 4.400 -0.057 -0.141 -0.045
C 8.221 -1.782 -0.936 0.176 0.091 0.741
O 3.932 7.081 -2.919 0.129 0.038 -0.005
C -6.159 0.322 -0.841 -0.138 -0.094 -0.037
H 10.170 -5.832 0.076 -0.053 -0.093 -0.025
C 3.916 -1.553 -3.295 -0.634 -0.079 0.603
C -9.274 4.241 4.901 -0.212 -0.325 0.155
H -9.964 1.782 2.680 0.056 0.024 0.026
C -9.338 -1.542 1.702 0.050 -0.239 0.017
H 10.122 -1.216 -0.148 0.043 0.261 0.288
O -3.697 -2.247 -1.912 -0.405 -0.661 -0.016
O -8.817 0.530 0.699 -0.205 -0.384 0.033
O 7.069 2.694 -3.895 -0.156 -0.016 -0.017
H -2.346 -0.054 -1.961 0.007 -0.221 0.058
C -0.195 -3.852 -2.129 0.283 0.978 0.163
C 3.769 -0.433 -2.252 0.676 0.179 0.367
O -0.818 -1.635 -1.357 0.171 -0.171 0.359
O 3.102 1.515 1.830 0.206 0.099 -0.051
H -8.395 -1.542 0.069 0.149 -0.125 -0.055
C 1.678 3.481 -0.755 -0.090 -0.003 -0.035
H 0.535 1.036 2.165 -0.049 -0.050 -0.050
C -4.179 -1.064 -1.615 0.426 0.264 -0.019
C 2.201 1.987 1.154 -0.402 -0.216 0.194
C 2.588 2.922 0.047 0.052 0.184 -0.291
N 0.620 -4.200 -3.348 -0.398 -0.986 0.431
H 4.033 0.533 -2.676 -0.152 0.123 -0.204
H 8.022 5.135 -3.462 0.004 -0.023 -0.007
H 2.979 4.641 -3.367 0.031 0.031 -0.075
O -5.773 2.627 -0.576 0.111 0.011 -0.022
H 6.620 -1.391 0.399 -0.006 -0.026 0.214
O -3.277 2.350 -1.370 -0.447 0.221 0.334
C 4.050 4.784 -3.388 -0.025 -0.105 -0.056
H 1.758 -2.250 -0.866 -0.067 0.164 0.026
H -0.612 -5.758 -0.333 -0.066 -0.046 -0.057
C -10.347 3.964 7.040 -0.053 -0.260 -0.113
H -9.905 -3.277 2.791 0.038 -0.008 -0.036
H 10.331 -5.935 1.828 0.054 0.068 0.247
C 0.798 1.705 1.358 0.216 0.034 0.096
H 6.327 0.702 -1.615 -0.157 0.136 -0.161
O -1.104 -2.159 -3.510 -0.127 -0.039 -0.152
H 11.670 -5.284 0.823 0.143 -0.140 0.111
H 4.397 0.129 -0.302 0.039 -0.143 0.411
H 0.356 -6.090 1.903 -0.066 -0.151 0.012
O -8.768 -2.188 0.698 -0.072 0.323 0.015
C -8.839 5.624 5.309 0.092 0.268 0.096
H 4.779 -2.159 -3.015 0.252 0.024 -0.229
H -11.122 3.908 8.722 -0.002 0.032 0.024
C 0.503 -3.988 -0.796 0.018 -0.744 0.457
O 10.051 -4.046 1.098 -0.013 -0.075 0.217
O -11.016 -1.984 4.799 -0.080 0.142 0.101
O -0.607 3.665 -1.268 -0.155 0.058 0.099
C -9.334 -0.030 1.645 -0.121 0.315 0.157
H 7.743 -2.743 -1.115 -0.054 -0.101 -0.284
C 0.137 -5.064 0.025 0.105 0.204 0.004
H 3.305 -3.872 -1.767 -0.014 0.084 0.098
H 8.619 -1.396 -1.872 -0.083 -0.044 -0.240
C 2.685 -2.488 -3.334 0.622 0.064 -0.261
C 4.883 3.625 -3.659 -0.359 0.178 0.134
C -3.389 0.022 -1.671 0.145 0.424 -0.075
H 2.153 -5.434 -3.978 -0.136 -0.080 -0.198
H 1.814 -5.666 -2.287 -0.087 0.040 0.183
H 9.028 -1.882 1.068 0.055 -0.163 0.207
H 6.364 -0.892 -2.353 0.019 0.024 -0.181
H -4.402 -2.912 -1.829 -0.065 0.146 0.025
C -5.366 1.400 -0.894 -0.300 0.030 0.039
O -8.960 3.862 3.787 0.078 0.131 -0.086
C 7.165 -0.842 -0.367 -0.197 0.016 -0.260
H 2.106 -4.515 2.739 -0.019 -0.083 0.140
H 2.350 -2.590 -4.360 -0.249 0.020 -0.126
C 6.154 -0.358 -1.426 0.418 -0.348 0.411
H 4.088 -1.127 -4.279 0.122 0.003 -0.136
C 1.877 -4.908 -3.071 0.483 0.359 -0.242
H -10.333 2.441 5.553 0.048 0.242 0.068
C 6.950 4.995 -3.456 0.043 0.174 0.018
C -5.624 -0.976 -1.211 -0.070 0.149 0.075
H -8.048 5.678 3.633 0.004 -0.024 -0.026
Br -0.446 -5.383 -4.412 0.091 0.189 -0.022
O -11.039 3.301 7.961 0.033 0.136 0.040
C 4.624 5.975 -3.174 -0.281 -0.095 -0.005
H 4.584 -1.610 -0.631 0.034 -0.090 0.180
H 1.878 -2.020 -2.784 -0.287 -0.059 -0.116
H -7.198 0.355 -0.533 0.290 0.200 -0.103
H 7.643 -0.007 0.144 0.063 0.161 -0.022
C -10.504 -1.463 3.822 0.114 -0.343 -0.195
C 2.025 -3.310 0.964 -0.124 -0.144 -0.060
H 11.092 -3.259 -0.509 0.138 0.084 0.086
O 3.899 3.146 -0.061 0.046 -0.042 0.044
C -0.133 2.254 0.557 -0.094 -0.284 0.100
H 1.946 4.159 -1.552 -0.037 -0.038 0.072
H 4.593 7.790 -2.809 0.036 0.021 0.005
C -9.935 5.354 7.441 0.205 0.314 -0.134
C 0.258 3.185 -0.571 0.191 0.060 -0.058
C 1.647 -4.387 1.770 -0.076 0.321 -0.590
C 4.706 -0.607 -1.042 -0.434 0.424 -0.612
C -9.896 -2.198 2.734 -0.095 -0.014 0.136
C 6.117 6.157 -3.208 0.331 -0.241 -0.037
H 4.312 2.610 0.643 -0.003 -0.070 0.052
O -10.278 5.751 8.541 -0.089 -0.153 0.075
H -8.850 7.132 6.807 0.008 0.006 -0.025
O -11.113 0.631 4.789 -0.031 -0.309 -0.082
H -1.064 -4.497 -2.089 -0.155 -0.146 0.000
C 10.068 -3.344 -0.132 -0.276 -0.180 0.218
O 6.554 7.279 -3.021 -0.155 0.116 0.035
C 10.587 -5.339 0.961 -0.014 0.186 -0.461

=====

No. 2
122
Properties=species:S:1:pos:R:3:forces:R:3 method="wB97M-V/def2-TZVPD" energy_ha=-6608.17322 total_charge=-2 orbital_gap_ha=0.228
H -2.894 -0.652 3.532 -0.026 -0.066 0.044
C 1.241 5.743 2.221 0.028 -0.149 0.016
C -2.151 0.218 -3.965 0.090 0.014 -0.211
H 4.947 2.841 -3.037 -0.028 0.045 0.035
C 2.352 4.958 2.474 -0.059 0.045 -0.033
H 3.334 6.538 -0.187 0.019 -0.028 -0.026
C 0.004 5.157 2.039 -0.020 0.035 -0.018
O -0.703 -2.272 0.344 -0.568 -0.782 0.059
H -1.856 -6.257 -3.719 0.012 -0.003 0.011
O 3.558 1.155 1.180 -0.120 -0.023 0.198
H 1.182 -7.144 2.338 -0.029 0.000 0.000
S -0.145 -2.567 4.847 0.030 0.190 0.078
C 3.190 -1.918 3.597 -0.088 0.077 0.375
C -4.306 0.743 -3.099 0.033 0.004 0.082
H -5.366 0.896 -3.243 0.001 0.007 -0.004
H 3.725 -3.719 4.474 0.015 -0.028 0.050
H 1.554 -5.332 0.730 -0.055 -0.012 0.020
H -5.217 1.667 4.596 0.014 0.035 0.007
N 0.972 2.995 2.413 0.067 0.048 -0.038
H 2.021 4.438 -0.367 0.041 -0.010 -0.034
C 2.370 -0.275 -2.608 -0.196 -0.111 -0.057
C 4.890 5.859 -1.511 -0.010 -0.049 -0.012
C -1.681 0.356 -2.673 -0.242 0.087 0.356
H -2.273 -4.006 4.133 0.011 -0.038 -0.003
H -0.884 5.733 1.823 0.035 0.039 0.006
H 2.715 2.686 -4.455 -0.029 0.026 0.005
H -3.930 -2.557 -3.101 0.002 -0.005 0.001
N 3.239 -2.247 5.863 0.117 -0.412 -0.259
H -1.904 3.720 -3.071 0.041 -0.016 -0.007
C 2.946 4.562 -0.920 0.067 -0.014 -0.050
N 2.781 -0.799 4.267 0.043 0.266 0.437
H 1.474 -4.267 -1.200 -0.042 0.003 0.137
C 2.368 -0.090 6.652 -0.025 0.004 -0.137
C -4.647 0.937 -0.632 -0.102 0.004 -0.055
H 3.341 5.379 2.583 -0.021 0.037 -0.001
H 0.348 -3.430 -3.384 -0.004 0.001 -0.004
C 2.161 3.585 2.548 -0.109 -0.045 0.028
N -2.434 0.662 -1.622 -0.194 -0.164 -0.285
H -1.246 4.008 -5.425 0.049 -0.012 -0.002
H -1.064 -7.493 3.343 0.024 0.020 -0.012
N -2.650 -3.072 4.156 0.124 0.257 -0.153
H 3.912 0.727 -1.518 -0.016 0.076 0.044
C 1.321 2.708 -2.823 0.482 0.075 -0.014
H -0.308 2.898 -1.388 0.335 0.014 -0.294
N 2.145 -1.192 -1.648 -0.072 -0.030 0.233
N 3.475 -2.757 4.609 0.033 -0.123 0.160
H 3.749 1.230 -3.207 0.029 -0.263 0.002
H -2.914 -5.963 2.738 0.011 0.033 -0.015
C 1.168 -1.620 -4.184 -0.025 -0.049 0.016
C -0.886 3.494 -3.374 -0.071 -0.003 0.021
C 5.328 4.809 -2.303 -0.039 -0.008 0.022
O 1.849 2.025 -0.614 0.207 0.459 0.503
C -0.353 -3.435 -0.213 0.415 0.349 -0.386
C -6.126 0.737 -0.855 0.004 0.012 -0.123
C 1.694 2.892 -4.154 -0.484 0.131 -0.175
C 2.417 2.276 -1.799 -0.410 -0.644 -0.211
C 1.395 -2.291 -1.887 -0.040 0.150 -0.211
H -1.463 -0.045 -4.759 -0.062 0.005 -0.006
C -0.465 -4.594 0.805 0.234 -0.205 -0.048
C 0.917 -2.535 -3.178 -0.073 0.017 0.055
C -3.150 -3.258 -2.825 0.048 -0.011 0.034
C -0.077 3.773 2.149 0.125 -0.092 -0.029
H 2.832 0.611 2.855 0.079 0.015 -0.014
C 1.132 -3.310 -0.776 0.333 -0.184 -0.406
C 4.571 3.645 -2.414 -0.062 -0.021 0.044
Br 1.425 7.633 2.108 0.004 0.011 -0.007
H -6.562 1.590 -1.387 0.000 -0.039 0.020
C -2.985 -4.435 -3.544 0.031 0.038 0.058
H 1.782 -3.065 0.066 -0.163 -0.014 0.001
C -1.982 -5.328 -3.173 0.015 0.045 0.042
C -0.517 3.652 -4.705 -0.084 0.016 0.120
C -1.708 -4.776 1.413 0.004 -0.058 -0.021
C 3.690 5.729 -0.817 -0.073 -0.106 -0.003
C 2.821 -1.052 5.621 -0.073 0.294 -0.144
C 3.365 3.503 -1.729 0.249 -0.021 -0.017
H 3.014 2.934 2.706 -0.082 -0.002 0.006
H 2.836 1.512 0.568 0.292 0.044 -0.319
N -1.995 -0.893 3.924 -0.264 0.363 -0.258
C -2.311 -2.965 -1.754 0.090 0.009 -0.020
H -6.315 -0.158 -1.455 0.005 0.025 0.008
H -1.340 -0.134 3.914 0.160 -0.066 0.125
C 0.356 -6.494 2.069 -0.076 -0.030 0.060
S 3.348 -2.218 1.974 0.070 0.136 -0.306
C -3.495 0.449 -4.183 0.020 0.004 0.082
N -4.120 1.131 0.521 0.420 -0.034 -0.385
C 0.565 -5.466 1.153 -0.054 0.167 -0.023
C -1.653 -2.127 4.257 0.020 -0.444 0.144
S -3.054 2.232 3.156 0.295 0.102 -0.020
N -4.966 1.059 1.564 -0.533 -0.221 -0.156
C -3.755 0.813 -1.811 0.097 -0.086 -0.139
H -6.301 0.940 3.490 -0.019 -0.009 -0.011
H 1.280 -0.003 6.602 0.031 0.033 0.011
C 3.192 0.966 -2.302 -0.031 0.506 -0.142
C -4.488 1.431 2.716 -0.281 0.074 0.963
C -0.894 -6.686 2.639 0.083 0.044 -0.063
H -2.409 -2.055 -1.168 0.001 -0.059 -0.034
H 6.268 4.885 -2.840 -0.002 0.018 0.008
H 2.085 0.265 -4.667 -0.017 -0.008 -0.025
H -2.498 -4.074 1.164 0.028 -0.052 -0.011
C 0.016 3.027 -2.423 0.327 -0.125 -0.215
H 3.639 0.217 0.964 -0.023 -0.054 -0.046
H -3.329 -2.900 3.427 -0.015 0.007 0.026
H -3.635 -4.662 -4.380 -0.007 -0.007 -0.012
Cs 0.124 0.136 0.105 -0.653 0.709 1.392
H -0.634 0.199 -2.456 0.164 -0.007 -0.295
H 1.083 3.480 -6.132 -0.002 -0.002 0.017
C 0.781 3.351 -5.098 0.096 -0.066 0.107
C -1.288 -3.833 -1.396 -0.015 -0.123 0.030
C -1.147 -5.029 -2.105 -0.048 0.060 0.085
H -1.039 3.282 2.019 0.075 -0.006 0.032
H 2.651 -0.472 7.630 -0.007 0.000 0.004
C 1.889 -0.475 -3.903 0.029 0.145 0.108
H 1.392 0.452 3.648 -0.042 -0.042 -0.097
H 2.802 0.895 6.484 -0.015 -0.007 -0.021
H 5.478 6.767 -1.427 -0.015 -0.028 -0.002
N -5.347 1.097 3.778 0.191 0.003 -0.252
N 2.400 0.450 3.775 -0.073 -0.178 -0.043
H 0.796 -1.803 -5.186 -0.003 0.000 -0.023
H -0.371 -5.729 -1.808 -0.040 0.001 -0.040
C -1.930 -5.818 2.301 0.041 0.048 -0.053
H -3.918 0.382 -5.178 -0.012 0.001 -0.032
H -6.622 0.637 0.104 0.009 0.016 0.036